(1)
The molecule C3H10N2, computed with the ωB97M-V functional and the def2-TZVPD basis.

Results
Spin multiplicity: 1
Kohn-Sham gap, eV: 9.76
SMILES string: NCCCN
E_tot, Eh: -229.74641
ΔE to the lowest compared entry with this formula, charge and spin, kJ/mol: 165.0
E_HOMO, eV: -8.6

Last column: natural (NBO) charge in e.
Geometry (Å):
N (-2.09, -1.24, 0.29)  -0.838
C (-0.61, -0.89, 0.22)  -0.240
C (-0.32, 0.36, -0.61)  -0.394
C (1.15, 0.67, -0.59)  -0.222
N (1.83, 1.07, 0.58)  -0.903
H (-2.10, -2.05, 0.93)  0.343
H (-2.63, -0.54, 0.79)  0.349
H (-0.02, -1.55, -0.39)  0.194
H (-0.49, -0.75, 1.22)  0.192
H (-0.48, 0.09, -1.72)  0.202
H (-1.01, 1.28, -0.44)  0.192
H (1.40, 1.42, -1.37)  0.167
H (1.46, -0.27, -1.04)  0.189
H (2.77, 0.67, 0.90)  0.391
H (1.66, 2.04, 0.97)  0.377

---

(2)
The molecule C5H9ClFN, computed with the ωB97M-V functional and the def2-TZVPD basis.

Results
Spin multiplicity: 1
Kohn-Sham gap, eV: 10.07
SMILES string: CN[C@H]1C[C@](F)(Cl)C1
E_tot, Eh: -810.59574
ΔE to the lowest compared entry with this formula, charge and spin, kJ/mol: 337.8
E_HOMO, eV: -9.2

Last column: natural (NBO) charge in e.
Geometry (Å):
C (-1.59, 1.04, 0.04)  -0.461
N (-1.66, -0.42, -0.17)  -0.622
C (-0.20, -0.97, -0.20)  -0.047
C (0.82, -0.51, 1.01)  -0.510
C (1.50, 0.37, -0.08)  0.340
F (1.53, 1.76, -0.02)  -0.349
Cl (3.15, -0.13, -0.09)  -0.024
C (0.55, -0.30, -1.30)  -0.479
H (-2.63, 1.28, -0.22)  0.213
H (-0.80, 1.67, -0.57)  0.219
H (-1.32, 1.31, 1.16)  0.177
H (-2.11, -0.90, 0.74)  0.360
H (-0.36, -2.16, 0.08)  0.212
H (0.55, -0.10, 2.18)  0.243
H (1.47, -1.38, 1.21)  0.235
H (1.28, -0.90, -1.81)  0.238
H (-0.16, 0.33, -1.96)  0.256